# 1
{"formula": "C3H5N", "method": "ωB97M-V/def2-TZVPD", "largest_force_ev_per_a": 4.60, "mol_weight_g_mol": 55.1, "total_charge": 0, "homo_lumo_gap_ev": 10.674, "e_lumo_ha": 0.04332, "elements": ["H", "H", "C", "H", "H", "H", "N", "C", "C"], "positions_angstrom": [[1.2361, 0.3261, -1.8106], [-1.1167, -0.0737, 2.2516], [1.6415, -0.1016, -0.8695], [-0.8793, 0.2411, -0.9737], [-2.5294, 0.1402, 0.9406], [2.7689, -0.4076, -1.1272], [1.0886, -0.2479, 0.2761], [-1.4872, 0.0423, 1.1967], [-0.7226, 0.0810, 0.1159]], "atomic_forces_ev_per_a": [[-0.60, -0.24, 0.61], [-0.44, 0.02, -1.44], [1.58, -0.40, -0.06], [-0.39, -0.19, 1.12], [-0.42, 0.11, 0.58], [-2.20, 0.57, 1.38], [-3.04, 0.65, -1.95], [0.96, 0.00, -0.49], [4.56, -0.53, 0.27]], "mulliken_charge": [0.176, 0.274, -0.155, 0.219, 0.244, 0.207, -0.440, -0.554, 0.029]}

---

# 2
{"formula": "C28H52BBrN5O3P", "method": "ωB97M-V/def2-TZVPD", "smiles": "C=CB(Br)CCP(=O)(OCC)OCC.CCCC#N.CCCC#N.CCCC#N.CCCC#N.CCCC#N", "largest_force_ev_per_a": 2.07, "mol_weight_g_mol": 628.4, "total_charge": 0, "homo_lumo_gap_ev": 9.645, "e_lumo_ha": 0.00741, "elements": ["C", "C", "H", "N", "C", "H", "C", "C", "H", "H", "N", "C", "H", "O", "H", "H", "C", "C", "B", "C", "H", "H", "H", "Br", "H", "H", "H", "H", "C", "C", "H", "H", "H", "H", "H", "H", "C", "H", "C", "H", "C", "H", "C", "H", "H", "H", "C", "N", "H", "C", "H", "H", "H", "H", "H", "N", "C", "H", "C", "P", "H", "C", "H", "C", "H", "C", "H", "H", "H", "H", "H", "H", "O", "C", "H", "H", "H", "H", "H", "N", "C", "H", "H", "H", "H", "C", "C", "C", "C", "O", "H"], "positions_angstrom": [[-9.8314, 2.1615, 5.4206], [2.2487, -3.0370, 0.5820], [-2.9909, -0.5727, 3.1661], [-9.5667, 2.3545, 4.3207], [6.4742, -2.8888, -4.1707], [3.7637, -0.9140, 1.4856], [-10.1766, 1.9205, 6.8198], [-7.1347, 1.0531, 2.9526], [6.6456, -1.4028, -2.6063], [-11.6945, 1.0144, 8.0261], [-5.6649, -1.7798, 4.3480], [7.0044, -1.5597, -3.6251], [-0.4056, -1.7880, 3.4908], [-0.1321, 1.0237, 0.5467], [4.2972, 1.6794, -7.9672], [-10.1709, 2.8703, 7.3569], [3.3741, -0.2096, 2.2238], [-0.8670, -0.8103, 3.3780], [4.6484, 0.5197, 2.7580], [6.5830, -0.4406, -4.4627], [2.0624, -4.0809, 0.3413], [1.8602, 2.4736, -3.0007], [5.4839, 0.9045, -9.0176], [4.9925, 2.3951, 2.4070], [3.2261, -3.0045, 1.0538], [2.2665, -2.4957, -0.3584], [8.0949, -1.5708, -3.5815], [5.4087, 3.1417, -4.1532], [-7.1208, 0.3868, 4.3326], [-5.7554, 1.5351, 2.5117], [5.0145, 2.3021, -2.6577], [4.5979, -3.9050, -4.5268], [3.2096, 0.5639, -9.9363], [-2.3610, -1.9225, 2.2981], [-7.5297, 0.3574, 2.2095], [0.3928, -3.2413, 1.6211], [2.7816, 0.7381, -2.2891], [6.7647, -0.0435, 3.4830], [2.3094, -0.2808, -8.1884], [-1.1306, -0.5105, 4.3877], [-2.1513, -0.8874, 2.5501], [1.6501, 1.0529, -4.0043], [4.5885, 2.8553, -3.4966], [4.1292, 3.7666, -3.1066], [2.2505, 1.5990, 2.1072], [5.0260, 0.1428, -7.4994], [3.5747, 2.0114, -4.2564], [3.1085, 0.0712, -1.4147], [-7.8154, 1.9011, 2.9873], [3.5324, -0.0240, -9.0753], [-5.3438, 2.2517, 3.2255], [-2.1476, -0.2491, 1.6743], [4.5683, -2.8140, -3.1372], [-11.5281, 0.2778, 6.4435], [3.9113, -0.9719, -9.4615], [2.8726, -1.8307, -6.1665], [-12.6923, 2.0884, 6.4552], [4.5115, -2.1717, -4.7808], [2.6187, -1.1541, -7.0582], [0.6248, 0.1130, 1.4219], [1.9143, 0.6642, -7.8114], [-6.3073, -0.8288, 4.3422], [2.9750, -0.7752, 3.0664], [4.6472, 0.7169, -8.3450], [-9.3978, 1.2989, 7.2661], [2.3256, 0.6741, 1.5343], [-6.7427, 1.0840, 5.0829], [4.0636, 1.1255, -4.6506], [-12.7375, 3.0435, 6.9814], [6.8409, -3.0427, -5.1876], [-5.8191, 2.0254, 1.5409], [2.6376, 0.9574, 0.5370], [0.4826, -1.3712, 0.8437], [2.3754, 1.5966, -3.3967], [-13.6419, 1.5762, 6.6055], [6.0923, -2.0556, 4.6740], [3.2038, 2.5799, -5.1126], [4.3484, -1.4059, 4.6938], [-12.5906, 2.2918, 5.3883], [6.2096, 0.4254, -5.1166], [5.3726, -1.3147, 4.3577], [-8.1384, 0.1269, 4.6218], [1.5199, -2.2312, 2.4755], [1.5152, -0.7457, -8.7746], [6.8796, -3.6999, -3.5625], [1.1540, -2.4768, 1.4829], [4.9493, -2.9436, -4.1533], [5.7083, -0.2810, 3.5587], [-11.5389, 1.2342, 6.9689], [0.0830, 0.1753, 2.9351], [-5.0507, 0.7070, 2.4163]], "atomic_forces_ev_per_a": [[0.01, 0.17, 0.08], [0.01, -0.22, 0.05], [-0.09, 0.11, 0.04], [-0.27, 0.10, 0.09], [-0.29, -0.17, 0.05], [-0.01, -0.33, 0.11], [-0.06, -0.24, 0.19], [0.32, 0.21, -0.27], [-0.09, 0.11, -0.04], [0.08, -0.01, 0.02], [0.06, -0.07, -0.04], [0.25, -0.26, -0.02], [0.25, -0.05, -0.27], [0.00, -0.15, -0.02], [0.01, 0.00, 0.02], [0.01, 0.06, -0.08], [0.13, 0.82, -0.49], [-0.56, 0.31, 0.43], [0.18, 0.17, 0.37], [-0.09, 0.06, 0.20], [-0.11, -0.10, 0.01], [0.02, -0.04, 0.15], [0.01, 0.02, 0.01], [-0.01, -0.21, -0.05], [0.15, 0.17, -0.04], [0.13, 0.19, -0.03], [0.00, 0.08, -0.03], [0.02, -0.02, 0.00], [-0.16, 0.07, -0.27], [-0.04, -0.14, 0.02], [-0.02, 0.00, 0.01], [-0.05, 0.02, -0.02], [-0.08, -0.04, -0.01], [0.02, -0.04, -0.38], [-0.04, -0.07, 0.08], [-0.18, 0.02, 0.06], [-0.16, 0.05, 0.04], [0.10, -0.18, -0.43], [0.00, -0.01, -0.31], [0.13, 0.17, 0.12], [-0.25, -0.13, 0.53], [-0.01, -0.09, 0.08], [-0.01, 0.00, -0.03], [0.00, -0.01, 0.02], [-0.28, 0.16, -0.04], [-0.02, 0.03, 0.04], [0.02, 0.17, 0.05], [0.22, -0.20, -0.13], [0.01, -0.15, 0.06], [0.22, 0.16, 0.04], [0.01, 0.01, -0.01], [0.23, -0.08, -0.22], [0.00, 0.00, 0.00], [0.07, -0.01, 0.01], [-0.06, -0.03, 0.01], [-0.25, 0.04, -0.20], [0.03, -0.05, -0.02], [0.09, -0.08, 0.12], [-0.05, 0.13, 0.06], [-0.63, 1.59, -1.16], [0.02, -0.01, 0.10], [0.01, 0.09, 0.17], [-0.07, -0.19, 0.02], [-0.03, -0.10, -0.04], [0.06, 0.03, -0.06], [0.10, -0.28, 1.02], [0.09, -0.05, 0.01], [-0.04, -0.06, -0.05], [0.00, 0.01, -0.01], [0.04, 0.05, 0.00], [0.03, 0.03, 0.00], [-0.05, -0.10, -0.06], [0.49, -0.03, 1.01], [-0.02, 0.09, -0.32], [-0.01, 0.01, 0.00], [0.13, 0.22, 0.56], [-0.09, -0.03, 0.01], [-0.13, -0.53, -0.24], [0.02, 0.02, 0.00], [0.19, 0.00, -0.15], [0.10, 0.79, -0.71], [0.02, -0.10, 0.03], [0.09, 0.28, 0.03], [-0.03, -0.05, 0.07], [0.09, 0.06, 0.03], [-0.27, -0.61, -0.47], [0.26, -0.03, 0.10], [-0.21, -0.50, 0.59], [-0.22, 0.08, -0.04], [0.51, -1.13, -0.16], [0.02, 0.01, 0.02]], "mulliken_charge": [0.203, -1.266, 0.206, -0.433, -0.504, 0.091, -0.423, -0.371, 0.244, 0.313, -0.468, -0.392, 0.173, -0.832, 0.262, 0.333, -0.135, -0.338, 0.535, 0.282, 0.356, 0.328, 0.355, -0.270, 0.308, 0.241, 0.305, 0.363, -0.195, -1.031, 0.320, 0.307, 0.310, 0.296, 0.285, 0.496, 0.229, 0.349, -0.469, 0.407, -0.812, 0.319, -1.430, 0.414, 0.444, 0.161, 0.267, -0.404, 0.373, -0.459, 0.332, 0.353, 0.194, 0.296, 0.310, -0.465, -1.135, 0.066, 0.247, 0.933, 0.258, 0.182, 0.002, -0.900, 0.270, -0.865, 0.301, -0.115, 0.297, 0.320, 0.376, 0.248, -0.377, -0.510, 0.336, 0.258, 0.279, 0.271, 0.340, -0.503, -0.668, 0.111, 0.215, 0.314, 0.316, -0.133, -0.574, -0.194, -0.414, -0.361, 0.146]}

---

# 3
{"formula": "C11H18N2", "method": "ωB97M-V/def2-TZVPD", "largest_force_ev_per_a": 2.16, "mol_weight_g_mol": 178.3, "total_charge": 2, "homo_lumo_gap_ev": 9.058, "e_lumo_ha": -0.31627, "elements": ["C", "C", "C", "C", "N", "C", "H", "H", "H", "H", "C", "H", "H", "H", "C", "C", "H", "H", "H", "H", "H", "H", "H", "C", "H", "C", "C", "N", "H", "H", "H"], "positions_angstrom": [[1.5349, -1.9477, 1.1666], [-2.3802, 0.3649, 0.3088], [1.6496, 2.5834, -0.1468], [1.5459, 0.1443, 0.0818], [-0.4707, 1.5983, -0.6284], [-1.6246, 1.3047, -0.1736], [3.5093, 0.8625, -0.4361], [-0.4300, 2.2986, -1.3774], [3.5158, -0.6872, 0.3708], [1.2816, -2.9978, 1.2361], [0.3135, -1.8501, -0.8757], [2.1349, 2.7177, 0.8199], [-3.4415, 1.4287, 1.8213], [0.1074, -2.8789, -0.5711], [-1.0111, -1.2054, -1.3468], [-3.5020, 0.5008, 1.2603], [-0.8131, -0.2926, -1.9060], [3.2284, 0.7982, 1.2862], [-4.4447, 0.4933, 0.7099], [2.4377, 2.6094, -0.9022], [1.0092, 3.4484, -0.3076], [0.9476, -1.8931, -1.7701], [-3.5301, -0.3405, 1.9488], [-2.1750, -1.0039, -0.3608], [2.1385, -1.5236, 1.9580], [3.0226, 0.2811, 0.3478], [0.8746, 1.3003, -0.1852], [1.1458, -1.2498, 0.1729], [-2.1017, -1.7107, 0.4697], [-3.1084, -1.2265, -0.8836], [-1.3644, -1.9265, -2.0874]], "atomic_forces_ev_per_a": [[0.10, -0.21, 0.27], [-0.34, -0.20, -0.14], [0.33, 0.27, 0.02], [0.18, 0.98, -0.10], [-0.54, 0.61, -0.06], [1.58, -1.46, -0.27], [-0.04, -0.03, 0.01], [-0.14, -0.22, 0.00], [0.02, 0.03, -0.02], [-0.15, -0.02, -0.15], [-0.52, -0.64, -1.12], [-0.01, 0.02, 0.01], [-0.07, 0.02, 0.06], [0.12, 0.13, 0.05], [0.04, 0.15, 0.30], [-0.12, 0.23, 0.52], [0.02, -0.15, -0.12], [0.00, -0.02, 0.06], [0.01, -0.01, -0.10], [-0.02, -0.01, -0.03], [-0.04, -0.03, 0.03], [-0.01, -0.06, 0.19], [0.05, -0.06, 0.04], [0.05, 0.01, -0.29], [0.05, 0.18, -0.08], [0.36, 0.13, 0.03], [0.60, -0.55, 0.38], [-1.49, 0.88, 0.34], [-0.12, 0.01, 0.08], [0.00, -0.05, 0.11], [0.11, 0.06, -0.03]], "mulliken_charge": [-0.052, 0.491, -1.640, 0.647, -0.073, 0.421, 0.439, 0.353, 0.512, 0.286, -0.606, 0.417, 0.422, 0.427, -1.047, -1.579, 0.589, 0.431, 0.352, 0.380, 0.427, 0.312, 0.412, -0.613, 0.323, -1.892, 0.276, 0.266, 0.482, 0.493, 0.344]}

---

# 4
{"formula": "C3H3IN4", "method": "ωB97M-V/def2-TZVPD", "largest_force_ev_per_a": 6.53, "s_squared": 2.01, "mol_weight_g_mol": 222.0, "multiplicity": 3, "total_charge": 0, "homo_lumo_gap_ev": [5.201, 8.284], "e_lumo_ha": [-0.00768, -0.08767], "elements": ["H", "H", "C", "I", "N", "H", "C", "N", "N", "N", "C"], "positions_angstrom": [[-1.1299, 0.9259, -0.2809], [1.1180, -1.0313, 0.2956], [0.7477, -0.0155, 0.2870], [4.5636, -0.7809, 0.0997], [4.2240, 2.2200, -0.6490], [-1.0192, -0.7915, -0.2669], [-0.5374, 0.0996, -0.0684], [1.1497, 3.4180, 0.5733], [1.2828, 2.3011, 0.4229], [1.5339, 1.1156, 0.4941], [4.3697, 1.1015, -0.5073]], "atomic_forces_ev_per_a": [[-0.42, 1.75, -0.07], [1.17, 0.59, 0.33], [5.34, 3.42, 1.52], [0.07, -0.12, -0.14], [-0.10, 1.67, -0.55], [-1.10, -1.75, -0.38], [-4.04, 0.17, -1.07], [-0.32, 2.31, 0.69], [-0.95, -0.52, -1.42], [0.18, -6.01, 0.45], [0.18, -1.51, 0.64]], "lowdin_spin": [0.046, 0.015, 0.382, 0.003, 0.001, 0.043, 0.632, 0.473, 0.187, 0.218, 0.001]}